A structure of composition C35H64O37S10 in a non-equilibrium geometry. Source: the OMol25 dataset; level of theory: ωB97M-V/def2-TZVPD.

XYZ file:
```
146
Properties=species:S:1:pos:R:3:forces:R:3
C 1.42450 -4.57081 -0.00805 1.724 -1.314 -1.020
C 2.39517 -5.07501 -1.11901 -0.448 -0.211 0.181
O 2.41739 -4.07054 -2.18310 -0.660 1.328 1.101
S 1.38566 -2.82459 -1.82180 3.525 -1.754 0.148
O 0.62162 -2.53954 -3.03845 1.716 -4.482 3.676
O 2.08240 -1.69674 -1.09069 7.373 -6.813 -7.031
O 0.58240 -3.67370 -0.65610 5.872 1.484 -2.908
H 1.90219 -4.01037 0.79560 0.275 -1.478 -0.472
H 0.82096 -5.43313 0.27523 -0.159 0.148 0.318
H 2.01549 -5.95219 -1.64294 -0.038 -0.100 0.302
H 3.35958 -5.28756 -0.65767 0.168 0.448 -0.513
C 0.55215 -4.02301 4.23883 1.244 -1.270 -0.661
C -0.29820 -4.84384 3.22592 -1.086 -1.290 0.741
O -0.84888 -3.95537 2.27895 2.124 0.707 3.804
S -0.01023 -2.52715 2.31409 -0.449 -0.547 0.493
O -0.95037 -1.42836 2.25036 3.586 -6.253 1.262
O 1.17004 -2.53367 1.42730 -6.381 -2.867 4.946
O 0.36034 -2.68263 3.87199 -0.464 0.815 -0.987
H 1.62494 -4.16961 4.11336 0.043 -0.659 0.018
H 0.32814 -4.14887 5.29812 -0.451 0.044 -0.271
H -1.16358 -5.33628 3.66945 -0.068 0.348 0.556
H 0.10421 -5.67095 2.64107 1.198 0.228 0.336
C 1.97376 -0.89987 -4.04831 0.460 1.779 -3.124
C 1.38131 -0.20401 -5.33824 1.631 0.212 1.780
O 0.02792 -0.05168 -5.02776 -3.775 -0.363 1.708
S -0.30768 0.02225 -3.41129 3.047 -3.454 -0.222
O -1.02714 -1.17427 -2.90133 5.957 3.764 -2.896
O -0.82155 1.27479 -2.93417 1.275 -0.968 -3.026
O 1.34610 -0.12837 -3.00678 -3.758 -1.289 -2.145
H 3.05249 -0.74455 -4.03014 -0.257 -0.011 0.288
H 1.69409 -1.95276 -4.08491 0.792 1.102 -0.443
H 1.54980 -0.80122 -6.23438 -0.377 0.249 0.011
H 1.64370 0.85317 -5.37812 1.278 -0.412 -0.695
C -2.98522 -0.54944 -2.45931 -2.090 2.165 -0.713
C -4.26880 0.19222 -2.84531 -1.106 -2.805 -2.781
O -4.73162 -0.43251 -4.02403 0.499 -1.468 -3.068
S -4.28504 -2.03911 -4.14781 -2.832 2.104 -1.270
O -4.06781 -2.30820 -5.59421 0.181 0.338 4.155
O -5.31876 -2.82938 -3.42383 2.983 1.527 -1.917
O -2.92287 -1.76248 -3.25058 -4.889 5.618 -5.885
H -3.01022 -0.83755 -1.40837 -0.140 0.107 -0.959
H -2.08263 0.04122 -2.61602 -3.457 0.172 0.571
H -4.08672 1.26678 -2.86206 -0.223 -0.568 -1.456
H -5.09672 -0.04822 -2.17835 -0.529 0.189 -2.815
C 1.27646 1.01882 5.18821 0.427 -2.023 0.408
C 1.43511 -0.29600 4.39399 0.251 -0.519 3.857
O 0.40750 -0.29247 3.40350 -1.852 1.621 3.326
S -0.53592 1.04455 3.48203 4.274 2.464 -0.478
O -1.66255 0.97728 4.45872 13.161 9.830 11.174
O -0.69206 1.60746 2.12103 -1.140 -0.546 11.471
O 0.64211 1.85751 4.27437 0.422 -1.829 -1.883
H 2.22629 1.44410 5.51231 -0.162 0.096 -0.248
H 0.67433 0.73658 6.05186 -0.335 0.803 0.186
H 1.29318 -1.20905 4.97216 0.002 0.580 0.282
H 2.42012 -0.29994 3.92723 -0.155 -0.606 0.982
C 3.36868 3.52636 -2.69804 -1.460 -1.218 0.750
C 2.81519 2.66821 -3.82904 0.054 -1.452 -0.413
O 3.09449 1.32950 -3.44118 1.684 -3.151 -0.260
S 3.47798 0.97832 -1.87945 3.630 5.395 -4.565
O 4.57564 -0.01245 -1.83195 -1.632 6.109 -2.672
O 2.18296 0.78382 -1.17984 15.270 5.322 -2.835
O 4.04171 2.53361 -1.94054 3.480 -0.527 2.922
H 2.63012 3.76392 -1.93241 0.128 1.190 -1.528
H 4.03384 4.32926 -3.01587 0.071 -0.282 0.203
H 3.36895 2.77141 -4.76220 -0.217 0.391 -0.121
H 1.76423 2.42951 -3.99213 -0.487 2.170 -0.155
C -0.89995 -1.01133 0.03136 -0.120 3.689 -2.211
C 0.48148 -1.10797 -0.54923 -7.301 1.547 3.621
O 0.93301 0.25581 -0.64557 -15.001 -3.694 4.440
S -0.12348 1.34348 0.00496 -2.981 -3.069 1.367
O -1.26092 1.73942 -0.85543 2.334 -0.300 2.973
O 0.51504 2.29666 0.92140 1.787 -6.048 -4.264
O -0.73737 0.13742 0.84358 -0.207 0.107 -1.370
H -1.30766 -1.80859 0.65284 1.885 3.243 -2.066
H -1.71703 -0.74833 -0.64043 1.032 -0.555 -0.148
H 0.41660 -1.60706 -1.51608 -3.397 2.570 1.234
H 1.08420 -1.54487 0.24698 -2.880 0.939 -1.360
O -4.97250 0.54798 2.63192 0.823 -0.682 -0.459
S -3.86339 -0.37223 2.43168 -0.074 -0.221 0.105
O -4.06716 -1.80384 2.69957 -0.266 2.085 0.792
O -3.27081 -0.28789 0.90607 -0.804 1.859 0.877
C -3.30828 0.91371 0.12142 -2.860 -0.422 -0.068
C -4.57529 0.88626 -0.74267 0.492 0.581 4.248
C -2.31726 0.22827 3.31261 -8.735 -3.974 -5.322
H -2.55839 0.72966 -0.64792 -0.550 0.745 1.604
H -3.29776 1.76982 0.79600 0.784 0.213 -0.343
H -5.50524 0.90246 -0.17430 -0.046 0.075 0.155
H -4.46658 -0.07133 -1.25188 -0.100 1.199 3.962
H -4.58920 1.67935 -1.49028 -0.107 0.183 1.212
H -2.11094 1.25972 3.02687 -6.319 -0.248 -3.896
H -1.56705 -0.43605 2.88370 -1.066 0.315 0.814
H -2.42530 0.00260 4.37350 -4.829 -5.776 -0.621
O 6.15406 -2.63338 1.13529 -0.572 -0.078 0.729
S 4.77933 -2.52515 0.75966 -1.018 0.865 -1.996
O 3.81375 -3.59838 0.94451 1.014 0.130 0.881
O 4.14952 -1.22706 1.48130 2.117 0.325 -0.612
C 2.73894 -1.05937 1.45164 0.381 -0.491 0.832
C 2.27967 0.22592 1.98608 1.175 2.363 -0.681
C 4.67175 -2.06204 -0.95907 1.071 -3.412 1.047
H 2.41438 -1.84886 2.12949 1.495 1.142 0.091
H 2.20814 -1.20015 0.51008 2.925 0.268 0.963
H 1.76824 -0.00389 2.92082 2.899 2.270 -4.490
H 1.61697 0.88083 1.42037 0.503 -1.291 -0.081
H 3.14768 0.88520 1.98495 0.380 0.143 0.944
H 4.14454 -2.85498 -1.48954 -0.060 0.149 0.353
H 5.67259 -2.10977 -1.38819 0.244 0.405 0.398
H 4.24371 -1.07298 -1.12233 -0.046 -2.435 1.474
O -2.26695 6.21716 0.62167 0.644 0.202 0.721
S -1.05124 5.54094 0.98942 -0.905 -1.661 0.540
O 0.22905 6.11793 0.63052 -2.415 0.985 2.287
O -1.13621 5.21126 2.62972 1.033 0.045 -1.040
C -0.47736 3.99592 3.15202 -0.664 1.008 1.851
C -0.08605 4.15135 4.65387 -0.659 1.280 -0.431
C -1.11299 3.85766 0.32228 -2.532 4.623 0.521
H 0.37358 3.57863 2.61362 -0.137 0.919 -0.413
H -1.24569 3.22303 3.17231 -0.148 0.910 -0.286
H 0.10997 3.13139 4.98456 -0.691 2.197 0.750
H -0.91251 4.59501 5.20906 -0.059 0.065 -0.065
H 0.79657 4.76699 4.82721 0.054 0.087 -0.205
H -1.45171 4.09081 -0.68718 0.151 -0.107 0.093
H -1.95694 3.36497 0.80509 0.498 -0.069 0.368
H -0.07388 3.53105 0.36342 -3.050 1.349 0.389
C 1.69139 5.09837 -0.48136 0.108 -1.552 -1.823
C 1.30364 5.79957 -1.60951 0.090 2.231 -0.620
C 0.50172 5.30500 -2.61694 0.805 -1.369 0.082
C 0.18589 3.97506 -2.50447 -0.925 -1.792 -0.063
C 0.59255 3.17115 -1.45075 2.224 1.953 -2.195
C 1.34470 3.73688 -0.45378 4.194 2.653 -0.537
H 2.21239 5.60427 0.31803 0.402 -0.430 -0.289
H 1.51113 6.85869 -1.64982 0.324 0.193 0.048
H 0.21357 5.70746 -3.57683 0.075 1.066 0.368
H -0.46865 3.49918 -3.21968 0.033 0.126 -0.314
H 0.18771 2.16991 -1.45616 1.867 1.522 -1.783
H 1.73054 3.18254 0.38897 0.988 0.930 -1.218
C -1.33110 -3.36964 0.17683 -0.922 -3.833 -1.343
C -1.43150 -3.56938 -1.17286 -2.298 0.775 -0.592
C -2.51713 -3.00642 -1.79767 -1.389 -5.271 1.724
C -3.65144 -2.55374 -1.07384 1.743 -0.986 1.260
C -3.44204 -2.33639 0.29492 -4.274 -1.726 -3.121
C -2.32240 -2.76361 0.85038 -2.561 -3.684 3.091
H -0.46875 -3.73120 0.71722 -1.837 0.293 -1.817
H -0.66586 -4.06708 -1.74948 -1.919 -0.097 -0.421
H -2.53151 -3.07624 -2.87531 0.759 -3.462 2.059
H -4.60128 -2.31061 -1.52670 0.165 -0.037 0.009
H -4.23847 -1.88779 0.87013 0.136 -1.767 -1.011
H -2.20602 -2.62209 1.91472 -1.641 -0.599 -1.223
```
Forces are in eV/Å.

HOMO in eV: -7.423
Lowest unoccupied orbital energy in eV: -0.48
Multiplicity: 1
F_max in Eh/bohr: 0.38636
HOMO-LUMO gap in eV: 6.94